(1)
Here is a molecular structure, C22H37ClCrNP at a distorted geometry from the OMol25 dataset. Energies are from ωB97M-V/def2-TZVPD.

Atoms and positions in Å:
C1 2.525 -2.542 -0.791
C2 2.595 -2.578 -2.203
C3 1.270 -2.570 -2.698
H1 3.495 -2.613 -2.794
C4 0.389 -2.490 -1.597
C5 1.170 -2.484 -0.420
H2 0.797 -2.381 0.585
H3 3.364 -2.488 -0.119
H4 0.985 -2.553 -3.735
H5 -0.685 -2.431 -1.646
Cr1 1.654 -0.534 -1.662
Cl1 2.354 0.695 0.061
C6 1.761 2.378 -6.390
C7 0.548 1.747 -6.728
C8 0.854 0.529 -7.367
H6 -0.448 2.131 -6.531
C9 2.257 0.408 -7.424
C10 2.817 1.551 -6.820
H7 3.876 1.757 -6.706
H8 1.864 3.334 -5.886
H9 0.136 -0.189 -7.749
H10 2.808 -0.420 -7.857
C11 2.036 1.292 2.864
C12 0.519 1.521 2.493
C13 -0.110 1.624 3.909
C14 0.432 2.916 1.849
P1 -0.465 0.132 1.362
N1 0.064 -0.025 -0.281
C15 -0.659 -1.577 2.429
C16 -1.592 -1.406 3.665
C17 -1.337 -2.811 1.707
C18 0.715 -1.989 3.053
C19 -2.251 0.813 0.935
C20 -2.180 1.846 -0.212
C21 -3.154 -0.324 0.428
C22 -2.984 1.481 2.123
H11 2.336 1.936 3.721
H12 2.785 1.670 2.162
H13 2.277 0.261 3.160
H14 0.295 2.502 4.461
H15 -1.195 1.740 3.939
H16 0.184 0.763 4.536
H17 0.853 2.909 0.824
H18 -0.601 3.292 1.825
H19 1.000 3.663 2.446
H20 -2.639 -1.228 3.371
H21 -1.606 -2.339 4.273
H22 -1.303 -0.626 4.368
H23 -0.999 -3.164 0.730
H24 -1.269 -3.701 2.369
H25 -2.414 -2.691 1.549
H26 1.590 -2.040 2.383
H27 1.002 -1.277 3.845
H28 0.639 -2.970 3.569
H29 -1.777 1.395 -1.140
H30 -3.193 2.231 -0.450
H31 -1.556 2.720 0.031
H32 -3.457 -0.975 1.261
H33 -4.116 0.074 0.041
H34 -2.662 -0.906 -0.379
H35 -3.078 0.820 2.999
H36 -2.497 2.421 2.426
H37 -4.015 1.770 1.830

Force components x, y, z for each atom (eV/Å):
-0.25 -0.38 0.28
0.37 0.07 -0.33
-0.17 0.06 -0.33
0.06 -0.06 -0.09
0.34 -0.50 -0.17
0.40 -1.06 0.20
0.26 0.01 -0.47
0.08 0.04 0.07
-0.02 -0.08 -0.17
-0.01 0.16 -0.01
-2.20 0.34 2.07
3.73 1.34 -0.19
0.00 0.02 -0.07
0.01 0.03 -0.06
-0.02 0.03 -0.05
0.03 -0.03 0.03
0.01 0.02 -0.05
0.00 0.03 -0.05
-0.03 -0.02 0.03
-0.01 -0.06 0.02
0.01 0.00 0.04
-0.01 0.00 0.03
0.46 0.39 0.25
0.45 0.14 1.59
0.02 0.07 0.56
-0.04 0.08 -0.59
1.88 -0.44 -7.38
-3.64 -0.05 4.64
-0.41 -0.28 0.90
-0.43 -0.20 0.19
-0.17 -0.24 -0.16
0.29 0.14 0.14
-0.53 0.39 0.72
0.42 0.15 -0.48
-0.10 -0.45 -0.02
-0.27 0.26 0.03
-0.87 -0.28 0.22
-0.59 -0.65 -0.44
-0.05 0.32 -0.34
-0.06 -0.26 -0.49
0.05 -0.20 -0.10
-0.24 0.22 -0.31
-0.31 -0.07 0.52
0.20 -0.15 -0.11
-0.10 -0.56 -0.12
0.37 -0.01 0.02
0.11 0.25 -0.44
0.09 0.13 -0.23
0.48 0.52 0.17
0.23 0.52 -0.05
0.19 0.40 0.26
-0.56 0.07 -0.04
-0.22 -0.10 -0.27
-0.19 0.34 -0.39
-0.04 0.13 0.70
0.21 -0.26 0.35
-0.16 -0.39 -0.08
0.22 -0.05 -0.26
0.51 0.14 0.05
-0.20 0.32 0.59
0.11 0.25 -0.26
-0.06 -0.35 -0.02
0.34 -0.20 -0.03

Computed properties:
Net charge   -2
2S+1   5
Frontier orbital gap (spin up / spin down)   4.467 / 4.661 eV
LUMO level (spin up / spin down)   4.21 / 4.21 eV
Strongest force on any atom   0.14829 hartree/bohr
HOMO (spin up / spin down)   -0.26 / -0.45 eV
Energy above the lowest of the compared OMol25 structures with the same formula, charge and spin   61.20 kcal/mol

=====

(2)
Here is a molecular structure, C22H37ClN6O2Ru from the OMol25 dataset. Energies are from ωB97M-V/def2-TZVPD.

Atoms and positions in Å:
Ru1 0.538 0.346 -0.366
C1 1.544 -2.205 1.550
C2 0.910 -2.703 0.248
N1 -0.197 -1.853 -0.244
C3 -1.446 -1.882 0.549
C4 -1.405 -1.023 1.818
N2 -0.830 0.310 1.574
C5 0.048 0.820 2.640
C6 1.279 -0.079 2.837
N3 1.715 -0.743 1.591
H1 2.501 -2.718 1.669
H2 0.935 -2.512 2.398
H3 0.576 -3.735 0.397
H4 1.661 -2.713 -0.543
H5 -0.425 -2.185 -1.174
H6 -1.710 -2.910 0.823
H7 -2.235 -1.504 -0.103
H8 -0.821 -1.515 2.592
H9 -2.421 -0.950 2.213
H10 -1.568 0.984 1.399
H11 -0.481 0.912 3.594
H12 0.365 1.812 2.323
H13 1.081 -0.838 3.597
H14 2.086 0.539 3.227
H15 2.674 -0.493 1.393
C7 -2.537 -0.041 -5.851
C8 -2.682 1.486 -5.886
C9 -2.691 1.924 -7.359
C10 -1.435 2.112 -5.242
C11 -4.002 1.957 -5.178
O1 -3.990 3.364 -4.965
C12 -5.245 1.603 -6.027
C13 -6.616 1.840 -5.377
C14 -7.098 0.740 -4.457
C15 -7.090 -0.593 -4.861
C16 -7.509 -1.606 -4.012
C17 -7.948 -1.284 -2.738
Cl1 -8.453 -2.548 -1.660
C18 -7.994 0.034 -2.318
C19 -7.569 1.034 -3.182
C20 -4.221 1.371 -3.775
N4 -3.128 1.504 -2.819
C21 -2.400 0.533 -2.274
N5 -1.508 1.053 -1.443
C22 -1.759 2.393 -1.520
N6 -2.742 2.698 -2.329
H16 -1.640 -0.330 -6.402
H17 -3.380 -0.557 -6.312
H18 -2.422 -0.420 -4.835
H19 -1.725 1.691 -7.806
H20 -2.836 3.001 -7.472
H21 -3.453 1.411 -7.944
H22 -0.577 1.942 -5.895
H23 -1.187 1.671 -4.277
H24 -1.551 3.186 -5.102
H25 -3.930 3.808 -5.818
H26 -5.178 0.572 -6.380
H27 -5.193 2.229 -6.918
H28 -7.345 1.956 -6.183
H29 -6.607 2.792 -4.842
H30 -6.764 -0.856 -5.860
H31 -7.505 -2.638 -4.335
H32 -8.359 0.274 -1.329
H33 -7.603 2.066 -2.851
H34 -4.457 0.310 -3.835
H35 -5.072 1.882 -3.333
H36 -2.543 -0.511 -2.501
H37 -1.190 3.128 -0.976
O2 1.236 1.983 -0.182

Force components x, y, z for each atom (eV/Å):
-0.02 -0.04 0.05
-0.02 0.04 -0.03
0.00 0.00 -0.02
0.07 0.03 0.05
-0.01 0.04 0.02
0.03 -0.02 -0.08
-0.02 0.04 0.03
-0.02 0.02 0.01
-0.01 -0.03 -0.03
0.02 -0.01 0.02
-0.01 0.00 -0.01
-0.01 0.00 0.01
0.00 0.00 0.00
0.00 0.00 0.00
0.00 -0.01 0.01
0.00 0.01 0.01
0.00 0.00 0.02
0.01 -0.01 0.00
0.00 -0.01 -0.02
0.06 -0.03 -0.01
0.01 0.00 0.00
0.00 0.00 0.01
0.00 0.00 -0.01
0.00 0.00 0.00
0.00 -0.01 0.01
-0.01 0.02 -0.02
0.00 -0.02 0.01
-0.01 -0.01 -0.01
0.02 0.02 0.02
0.00 0.00 0.02
0.00 0.02 0.00
0.01 -0.02 0.03
0.00 -0.02 0.00
-0.01 -0.01 -0.01
-0.02 0.01 0.00
0.00 0.01 0.00
0.01 0.00 0.00
0.00 0.00 0.00
0.00 0.00 0.00
-0.01 0.00 -0.01
-0.01 0.01 0.00
-0.03 -0.01 0.05
-0.01 0.04 -0.04
-0.01 -0.05 0.02
0.01 0.04 -0.03
0.03 -0.02 -0.01
0.00 0.01 0.00
-0.02 0.00 -0.01
0.00 0.00 0.02
-0.01 0.00 0.00
0.00 0.00 0.00
-0.01 0.00 0.00
0.00 0.00 0.00
0.00 0.01 -0.01
0.01 -0.03 0.00
0.00 0.00 0.00
0.00 0.00 0.00
0.01 0.01 -0.02
0.00 0.00 0.00
0.01 0.00 0.00
0.00 0.00 0.00
0.00 0.00 0.00
0.00 0.00 0.00
0.00 0.00 0.00
0.00 0.00 0.00
0.01 0.00 0.00
0.01 0.01 -0.02
0.01 -0.01 0.00
-0.07 -0.02 -0.01

Computed properties:
Net charge   +1
2S+1   6
Frontier orbital gap (spin up / spin down)   7.620 / 7.392 eV
LUMO level (spin up / spin down)   -2.37 / -3.57 eV
Strongest force on any atom   0.00180 hartree/bohr
HOMO (spin up / spin down)   -9.99 / -10.96 eV
Energy above the lowest of the compared OMol25 structures with the same formula, charge and spin   0.00 kcal/mol

=====

(3)
Here is a molecular structure, C22H37ClNO2P3Tc at a distorted geometry from the OMol25 dataset. Energies are from ωB97M-V/def2-TZVPD.

Atoms and positions in Å:
P1 3.914 -1.066 -0.090
C1 4.321 -0.865 1.696
H1 5.391 -1.030 1.882
H2 3.729 -1.590 2.270
H3 4.030 0.145 2.013
C2 5.178 -2.316 -0.553
H4 5.100 -2.490 -1.633
H5 4.955 -3.258 -0.036
H6 6.193 -1.984 -0.303
C3 4.740 0.458 -0.713
H7 5.832 0.346 -0.709
H8 4.441 1.306 -0.084
H9 4.393 0.644 -1.737
P2 -1.174 3.841 -0.607
C4 -1.286 4.590 1.043
H10 -1.502 5.666 0.966
H11 -0.330 4.442 1.566
H12 -2.082 4.088 1.611
C5 -0.070 4.893 -1.590
H13 -0.131 4.615 -2.650
H14 0.961 4.732 -1.247
H15 -0.334 5.952 -1.468
C6 -2.826 3.971 -1.350
H16 -3.114 5.024 -1.474
H17 -3.548 3.465 -0.695
H18 -2.833 3.471 -2.327
P3 -2.695 -2.936 0.028
C7 -3.263 -2.940 1.782
H19 -4.142 -3.587 1.919
H20 -3.513 -1.908 2.061
H21 -2.442 -3.286 2.423
C8 -4.310 -2.564 -0.773
H22 -5.059 -3.327 -0.522
H23 -4.167 -2.528 -1.861
H24 -4.649 -1.577 -0.431
C9 -2.622 -4.752 -0.262
H25 -3.625 -5.195 -0.337
H26 -2.053 -5.231 0.546
H27 -2.084 -4.906 -1.207
Tc1 -0.376 1.446 -0.624
C10 1.054 1.775 0.582
O1 1.930 1.986 1.334
C11 -1.755 0.951 0.591
O2 -2.604 0.662 1.351
C12 -1.568 0.788 -3.010
C13 -1.092 -0.318 -2.319
C14 0.243 -0.272 -1.790
C15 1.182 0.571 -2.483
C16 0.693 1.681 -3.157
C17 -0.692 1.834 -3.347
H28 -2.618 0.850 -3.302
H29 -1.731 -1.172 -2.091
H30 0.623 -1.134 -1.236
H31 2.249 0.379 -2.390
H32 1.377 2.433 -3.553
H33 -1.071 2.708 -3.875
Cl1 0.028 -0.323 5.538
C18 0.260 -1.002 3.985
C19 0.615 -2.344 3.813
C20 0.771 -2.818 2.513
C21 0.562 -1.933 1.449
N1 0.233 -0.656 1.621
C22 0.082 -0.176 2.857
H34 0.756 -2.971 4.689
H35 1.048 -3.848 2.294
H36 0.670 -2.279 0.418
H37 -0.189 0.868 2.995

Force components x, y, z for each atom (eV/Å):
4.74 0.68 1.62
-1.82 -0.04 0.40
-0.18 -0.07 -0.46
0.32 0.13 0.16
0.09 -0.28 0.00
-1.44 -1.21 -0.93
0.27 -0.13 0.19
0.16 0.14 -0.15
-0.36 0.38 0.15
-1.60 0.61 -0.76
-0.27 -0.33 0.09
0.11 -0.17 -0.18
0.47 0.20 0.07
0.02 0.07 0.10
0.19 -0.42 0.17
0.02 -0.30 -0.06
-0.28 0.18 -0.08
0.19 0.22 -0.11
0.26 -0.30 0.03
-0.01 0.19 0.21
-0.18 0.20 -0.09
0.01 -0.25 -0.03
0.02 -0.36 0.03
0.09 -0.21 0.08
0.07 0.20 -0.17
-0.09 0.25 0.20
-3.94 -2.93 1.65
1.39 1.30 0.39
0.20 0.01 -0.51
-0.06 -0.30 0.14
-0.28 0.03 -0.01
0.79 1.56 -0.99
0.45 -0.04 0.17
-0.33 -0.07 0.16
-0.08 -0.26 -0.14
1.87 0.14 -0.61
0.06 0.51 0.06
-0.14 0.12 -0.25
-0.23 -0.41 0.18
-0.81 0.61 -2.61
3.03 1.57 3.82
-3.01 -0.89 -3.02
-3.32 -0.30 3.90
3.05 0.88 -3.14
-0.60 0.43 0.08
0.77 0.09 1.51
0.71 -2.00 -2.85
-0.48 -0.30 1.47
0.32 0.65 0.06
-0.03 -0.14 0.07
0.29 -0.05 0.01
0.05 0.39 0.03
-0.15 0.34 -0.20
-0.23 0.27 0.09
-0.17 -0.25 0.00
0.05 -0.14 0.14
0.06 -0.16 -0.18
-0.08 0.36 -0.24
-0.06 0.25 -0.09
-0.08 0.29 -0.27
0.14 -0.59 0.16
-0.14 0.48 -0.03
0.19 -0.85 0.34
0.01 -0.01 -0.16
-0.05 0.16 0.21
0.00 -0.01 0.25
0.04 -0.12 -0.05

Computed properties:
Net charge   +4
2S+1   4
Frontier orbital gap (spin up / spin down)   6.828 / 4.832 eV
LUMO level (spin up / spin down)   -12.75 / -14.74 eV
Strongest force on any atom   0.10066 hartree/bohr
HOMO (spin up / spin down)   -19.58 / -19.57 eV
Energy above the lowest of the compared OMol25 structures with the same formula, charge and spin   0.00 kcal/mol